53
Properties=species:S:1:pos:R:3:nbo_charge:R:1 method="wB97M-V/def2-TZVPD" largest_force_ha_per_bohr=0.0399 orbital_gap_ev="6.584 / 6.145" homo_energy_ev="-10.483 / -10.467" s2=0.7758 multiplicity=2 total_charge=+1 energy_ev=-79437.47595
Ru 0.010 0.269 0.508 1.265
O -0.774 -3.080 4.598 -0.670
C -0.659 -3.908 3.559 0.462
C -0.566 -5.274 3.836 -0.301
C -0.488 -6.195 2.814 -0.136
C -0.492 -5.780 1.481 -0.261
C -0.547 -4.437 1.189 -0.120
C -0.625 -3.482 2.209 -0.280
C -0.604 -2.076 1.853 0.641
O -0.242 -1.729 0.667 -0.649
N -0.963 -1.157 2.765 -0.446
N -0.847 0.067 2.288 -0.127
C -1.189 1.162 2.904 0.046
C -0.877 2.370 2.214 0.151
C -1.287 3.644 2.617 -0.198
C -1.006 4.731 1.823 -0.130
C -0.271 4.550 0.652 -0.234
C 0.141 3.277 0.322 0.089
N -0.163 2.214 1.065 -0.402
H -0.876 -2.164 4.289 0.506
H -0.563 -5.575 4.875 0.234
H -0.432 -7.249 3.049 0.224
H -0.444 -6.507 0.683 0.222
H -0.534 -4.097 0.163 0.228
H -1.681 1.115 3.866 0.234
H -1.832 3.742 3.546 0.242
H -1.346 5.719 2.101 0.241
H -0.017 5.389 0.021 0.241
H 0.755 3.087 -0.548 0.222
Cl 4.918 -0.302 -0.575 0.056
C 4.112 -0.446 0.981 -0.211
Cl 4.168 -2.126 1.526 0.061
Cl 4.905 0.605 2.167 0.050
C 2.630 0.015 0.901 0.731
O 1.877 -0.310 1.847 -0.602
O 2.261 0.696 -0.072 -0.662
O -1.575 1.111 -1.194 -0.632
C -0.809 0.642 -2.045 0.770
O 0.242 -0.001 -1.779 -0.706
C -1.084 0.859 -3.549 -0.159
N 0.121 0.328 -4.282 -0.525
C 0.778 1.473 -4.989 -0.227
C -0.367 2.449 -5.223 -0.418
C -1.189 2.342 -3.935 -0.409
H -1.975 0.301 -3.829 0.252
H -0.116 -0.421 -4.926 0.435
H 0.687 -0.067 -3.487 0.487
H 1.256 1.131 -5.903 0.239
H 1.537 1.890 -4.329 0.229
H -0.962 2.132 -6.082 0.220
H -0.011 3.459 -5.415 0.251
H -2.222 2.648 -4.070 0.254
H -0.760 2.962 -3.147 0.224